Entry 1:
This record from the Open Molecules 2025 dataset describes 5 unconnected molecules or ions with the total composition C24H48BBr2N6O19S4. The level of theory is wB97M-V/def2-TZVPD.

Each atom is followed by the atoms it is bonded to, with distances in Å.
Positions of all 104 atoms, in Å:
1 S -4.99 2.24 -1.42  O11 1.422, O28 1.576, O43 1.582, O89 1.426
2 C 6.23 -0.18 1.20  H24 1.091, H35 1.089, C46 1.525, O100 1.443
3 C -2.07 1.73 -5.54  O4 1.444, H23 1.087, H30 1.091, C45 1.517
4 O -0.97 1.36 -4.68  C3 1.444, S51 1.591
5 H 10.09 -1.97 -2.04  C48 1.092
6 H 4.30 1.50 -1.59  C92 1.087
7 H -1.24 0.25 3.22  C94 1.093
8 N -0.44 -1.89 1.56  C22 1.396, C29 1.501, H102 1.019
9 H -4.03 -0.08 1.96  C91 1.097
10 O -3.21 -1.04 -0.25  B41 1.357, H87 0.966
11 O -4.27 3.40 -1.82  S1 1.422
12 H -1.97 2.36 -1.82  C79 1.087
13 H -3.58 0.41 -6.42  C45 1.086
14 C 2.42 1.21 -0.51  H26 1.092, H55 1.098, C92 1.543, C96 1.530
15 C 4.42 -0.22 -0.34  O67 1.210, C92 1.512, O100 1.333
16 H 1.47 -4.24 3.23  C99 1.091
17 O 12.90 -2.92 0.92  S74 1.416
18 O -10.80 4.26 0.61  C40 1.442, S42 1.588
19 C 0.32 0.29 0.69  C29 1.588, C31 1.534, N84 1.495, C96 1.535
20 H -3.09 1.32 1.56  C91 1.098
21 H 1.75 -0.84 -0.41  C96 1.093
22 C 0.87 -1.55 1.92  N8 1.396, N60 1.303, N84 1.337
23 H -2.57 2.60 -5.11  C3 1.087
24 H 5.46 -0.45 1.92  C2 1.091
25 H -7.46 1.06 -0.43  C69 1.090
26 H 2.06 2.12 -0.98  C14 1.092
27 N 2.43 -4.72 0.07  C75 1.448, H81 1.010, H88 1.009
28 O -6.54 2.50 -1.60  S1 1.576, C69 1.449
29 C -0.79 -0.84 0.54  N8 1.501, C19 1.588, B41 1.615, H62 1.094
30 H -1.68 1.96 -6.53  C3 1.091
31 C -0.14 1.73 0.92  C19 1.534, Br39 1.878, C44 1.328
32 O -1.99 -0.60 -5.57  C45 1.446, S51 1.580
33 H -3.54 0.41 -4.64  C45 1.086
34 H 0.61 -4.09 1.71  C99 1.088
35 H 6.74 0.69 1.60  C2 1.089
36 H 2.97 -6.09 2.94  N49 1.017
37 N 4.02 -4.13 1.75  H47 1.011, C75 1.464, H93 1.011
38 H 3.32 0.12 -2.15  C92 1.093
39 Br 0.39 2.56 2.52  C31 1.878
40 C -12.22 4.36 0.86  O18 1.442, H68 1.090, H90 1.086, C97 1.517
41 B -2.37 -0.52 0.68  O10 1.357, C29 1.615, C91 1.567
42 S -10.08 3.45 1.76  O18 1.588, O98 1.582, O101 1.423, O104 1.421
43 O -4.98 2.09 0.15  S1 1.582, C63 1.448
44 C -0.84 2.38 0.00  C31 1.328, Br53 1.872, C79 1.503
45 C -2.95 0.49 -5.54  C3 1.517, H13 1.086, O32 1.446, H33 1.086
46 C 7.20 -1.34 0.96  C2 1.525, H66 1.090, H86 1.090, H95 1.091
47 H 4.13 -3.58 2.60  N37 1.011
48 C 11.03 -1.56 -1.68  H5 1.092, H64 1.086, O70 1.433, C103 1.517
49 N 2.53 -6.03 2.02  H36 1.017, C75 1.460, H78 1.015
50 H 0.79 0.17 -1.43  C96 1.092
51 S -0.65 -0.18 -4.85  O4 1.591, O32 1.580, O59 1.417, O82 1.428
52 H -13.28 3.99 2.74  C97 1.085
53 Br -1.41 4.15 0.22  C44 1.872
54 H 2.73 -2.12 2.27  N60 1.014
55 H 2.76 1.51 0.49  C14 1.098
56 H -1.64 0.75 -1.21  C79 1.087
57 H 1.99 0.14 2.05  N84 1.012
58 O 10.74 -1.76 0.62  S74 1.603, C103 1.435
59 O 0.43 -0.37 -5.74  S51 1.417
60 N 1.78 -2.45 2.15  C22 1.303, H54 1.014, C99 1.463
61 H -6.24 3.53 0.93  C63 1.090
62 H -0.59 -1.28 -0.43  C29 1.094
63 C -6.26 2.47 0.71  O43 1.448, H61 1.090, H65 1.085, C69 1.514
64 H 11.51 -0.99 -2.47  C48 1.086
65 H -6.43 1.90 1.62  C63 1.085
66 H 7.37 -1.50 -0.10  C46 1.090
67 O 4.01 -1.27 0.10  C15 1.210
68 H -12.71 3.50 0.40  C40 1.090
69 C -7.24 2.13 -0.39  H25 1.090, O28 1.449, C63 1.514, H72 1.081
70 O 11.89 -2.63 -1.28  C48 1.433, S74 1.594
71 H -12.07 5.30 2.81  C97 1.090
72 H -8.16 2.68 -0.32  C69 1.081
73 O 10.86 -4.18 0.35  S74 1.418
74 S 11.66 -3.02 0.25  O17 1.416, O58 1.603, O70 1.594, O73 1.418
75 C 2.68 -4.68 1.49  N27 1.448, N37 1.464, N49 1.460, C99 1.544
76 H 9.93 -0.16 -0.41  C103 1.087
77 H -0.37 1.70 -1.98  C79 1.092
78 H 3.05 -6.66 1.41  N49 1.015
79 C -1.23 1.75 -1.31  H12 1.087, C44 1.503, H56 1.087, H77 1.092
80 H -2.70 0.93 3.94  C94 1.090
81 H 3.26 -4.55 -0.49  N27 1.010
82 O -0.60 -0.75 -3.54  S51 1.428
83 H -2.58 -0.79 3.72  C94 1.096
84 N 1.06 -0.23 1.89  C19 1.495, C22 1.337, H57 1.012
85 H 11.70 -0.12 -0.19  C103 1.091
86 H 8.15 -1.14 1.45  C46 1.090
87 H -2.83 -1.23 -1.11  O10 0.966
88 H 1.68 -4.12 -0.24  N27 1.009
89 O -4.62 0.99 -1.99  S1 1.426
90 H -12.59 5.28 0.41  C40 1.086
91 C -3.00 0.27 1.88  H9 1.097, H20 1.098, B41 1.567, C94 1.536
92 C 3.65 0.69 -1.28  H6 1.087, C14 1.543, C15 1.512, H38 1.093
93 H 4.41 -3.63 0.97  N37 1.011
94 C -2.33 0.17 3.26  H7 1.093, H80 1.090, H83 1.096, C91 1.536
95 H 6.82 -2.27 1.39  C46 1.091
96 C 1.31 0.15 -0.47  C14 1.530, C19 1.535, H21 1.093, H50 1.092
97 C -12.32 4.34 2.37  C40 1.517, H52 1.085, H71 1.090, O98 1.442
98 O -11.31 3.38 2.76  S42 1.582, C97 1.442
99 C 1.56 -3.89 2.20  H16 1.091, H34 1.088, N60 1.463, C75 1.544
100 O 5.60 0.30 -0.01  C2 1.443, C15 1.333
101 O -9.79 2.13 1.32  S42 1.423
102 H -1.02 -1.80 2.39  N8 1.019
103 C 10.84 -0.76 -0.40  C48 1.517, O58 1.435, H76 1.087, H85 1.091
104 O -9.04 4.25 2.30  S42 1.421

Output
Kohn-Sham gap	0.3392	Eh
largest force on an atom	0.615	eV Å⁻¹
net charge	+1
HOMO level	-11.318	eV
calculated total energy	-257605.1639	eV
molar mass	1023.56	g/mol

Entry 2:
This record from the Open Molecules 2025 dataset describes C3H2ClNOS in the gas phase in a non-equilibrium geometry. The level of theory is wB97M-V/def2-TZVPD.

Each atom is followed by the atoms it is bonded to, with distances in Å.
Positions of all 9 atoms, in Å:
1 C 0.69 0.27 -0.04  C3 1.353, C4 1.412, Cl5 1.721
2 S -1.83 1.10 -1.09  C4 1.725, H7 1.599
3 C 0.96 -0.98 0.38  C1 1.353, O6 1.349, H8 1.093
4 C -0.71 0.16 -0.18  C1 1.412, S2 1.725, N9 1.334
5 Cl 1.79 1.60 -0.01  C1 1.721
6 O -0.13 -1.78 0.29  C3 1.349, N9 1.313
7 H -1.22 2.34 -0.28  S2 1.599
8 H 1.62 -1.64 0.95  C3 1.093
9 N -1.18 -1.07 -0.02  C4 1.334, O6 1.313

Output
energy above the lowest of the compared OMol25 structures with the same formula, charge and spin	63.47	kcal/mol
Kohn-Sham gap	0.3571	Eh
largest force on an atom	4.977	eV Å⁻¹
net charge	0
HOMO level	-9.380	eV
calculated total energy	-30035.3129	eV
structure (SMILES)	Sc1nocc1Cl
molar mass	135.57	g/mol